Entry 1:
Molecular formula: C38H55N7O3
Method: DFT, ωB97M-V with the def2-TZVPD basis set

Structure (XYZ):
```
103
Properties=species:S:1:pos:R:3:forces:R:3:lowdin_charge:R:1
C 0.9520 -1.6275 2.3564 0.0255 0.3503 0.0114 0.018
C 1.4206 -0.7624 1.4023 -0.0718 -0.3374 0.2236 -0.092
C 0.4457 -0.0358 0.5164 0.0907 1.6178 1.7423 -0.288
C -0.3648 -1.0065 -0.3470 -0.2810 -0.5118 1.0170 -0.162
O -1.4873 -1.3927 0.4451 -0.3245 0.5696 -0.2154 -0.189
C -2.5009 -1.9656 -0.3571 0.2667 -0.3138 0.0965 -0.099
O 1.0588 1.0581 -0.1814 -0.0214 -0.7712 -0.1773 -0.082
C 1.5677 0.7312 -1.4302 0.8617 0.9988 -0.5058 -0.272
O 2.4631 -0.3651 -1.4143 -0.7353 -0.2883 -0.0625 -0.105
C 2.3198 -1.1154 -2.6204 0.6253 0.4616 -0.5407 -0.225
C 3.4225 -2.1636 -2.7509 -0.9793 -0.1159 0.5834 -0.167
C 2.9204 -3.5398 -2.2530 0.8012 -0.1347 -1.1800 -0.240
C 2.4587 -4.3638 -3.4754 -0.2607 -0.1309 0.5616 -0.112
H 0.3556 -1.2583 3.1900 -1.6712 -0.3544 -1.0532 0.061
H 1.1367 -2.6989 2.3263 1.6216 0.2722 1.0727 0.052
H 2.4826 -0.5432 1.3015 0.1256 -1.3314 -1.4594 0.114
H -0.2791 0.4213 1.2073 -0.2383 0.0757 -0.3221 0.161
H -0.7559 -0.5559 -1.2608 0.3764 0.1139 -0.1257 0.124
H 0.2302 -1.9132 -0.5105 0.0318 0.1670 -0.5861 0.126
H -2.7449 -1.3521 -1.2325 0.2253 -0.0348 -0.0545 0.089
H -3.4224 -2.0495 0.2147 0.1452 -0.1152 0.2431 0.065
H -2.1586 -2.9623 -0.6580 -0.3610 -0.0197 -0.2861 0.096
H 0.7950 0.5961 -2.1971 -0.2282 -0.3797 0.2420 0.125
H 2.1388 1.6100 -1.7583 -0.1113 0.1020 0.1836 0.124
H 1.3191 -1.5603 -2.6818 0.0187 -0.1300 0.1207 0.119
H 2.3965 -0.4303 -3.4771 -0.0132 0.1066 0.1152 0.124
H 4.3075 -1.8244 -2.2141 -0.0094 0.0847 -0.0292 0.114
H 3.6481 -2.2310 -3.8147 0.3093 -0.1079 0.0351 0.105
H 2.1088 -3.4444 -1.5342 0.1324 0.1213 0.1826 0.093
H 3.7610 -4.0790 -1.8152 -0.2217 -0.0162 0.4154 0.094
H 2.0140 -3.7265 -4.2407 -0.1097 -0.0405 0.0015 0.068
H 3.2996 -4.8961 -3.9197 0.0245 0.0932 -0.0945 0.071
H 1.7215 -5.1108 -3.1743 0.0046 -0.0461 -0.1421 0.065
C -6.6747 -4.9603 1.6435 -0.0373 0.0352 0.0041 -0.100
C -5.3443 -5.3392 1.9706 0.0283 0.0144 0.0109 -0.100
C -4.6249 -4.1904 2.1529 0.1220 0.0245 -0.0114 -0.160
N -5.4678 -3.1291 1.9448 -0.0347 0.0403 0.0790 -0.021
C -6.7216 -3.5933 1.6375 -0.0264 0.0455 -0.0350 -0.138
H -7.5023 -5.6181 1.4375 0.0020 0.0056 0.0111 0.093
H -4.9612 -6.3417 2.0624 -0.0039 0.0073 0.0099 0.094
H -3.5906 -4.0332 2.4107 0.0007 -0.0069 -0.0266 0.112
H -5.2063 -2.1610 2.0061 0.0360 -0.0206 -0.1269 0.138
H -7.5323 -2.9122 1.4417 -0.0033 -0.0201 -0.0110 0.107
C -0.6762 5.4574 -2.2434 -0.0234 0.0114 -0.0684 -0.112
C 0.0144 4.2368 -2.0057 -0.0161 -0.0381 0.0040 -0.117
C 0.0810 4.0613 -0.6489 0.0701 -0.0221 0.1841 -0.127
N -0.5380 5.1297 -0.0602 0.0051 0.0162 -0.1516 0.010
C -1.0065 5.9829 -1.0241 -0.0007 0.0558 0.0763 -0.136
H -0.9042 5.8978 -3.2007 -0.0156 0.0246 0.0214 0.078
H 0.4165 3.5642 -2.7470 0.0172 0.0065 0.0109 0.083
H 0.5148 3.2731 -0.0551 -0.0158 0.0063 -0.0924 0.096
H -0.6344 5.2664 0.9287 -0.0904 -0.0261 -0.0298 0.122
H -1.5303 6.8855 -0.7594 0.0017 -0.0012 -0.0287 0.107
C 5.2639 4.8473 -2.5960 0.0452 0.0283 -0.0009 -0.110
C 4.2789 3.8541 -2.3478 -0.0514 -0.0678 0.0042 -0.108
C 4.9363 2.6666 -2.1589 -0.0338 -0.0866 -0.0215 -0.140
N 6.2773 2.9042 -2.2868 -0.0197 0.0395 0.0161 0.001
C 6.4860 4.2310 -2.5490 0.0300 -0.0211 -0.0209 -0.144
H 5.0940 5.8940 -2.7857 -0.0005 -0.0064 0.0047 0.090
H 3.2105 3.9970 -2.3111 0.0094 0.0217 0.0267 0.075
H 4.5667 1.6763 -1.9454 -0.0050 0.0126 0.0179 0.097
H 6.9977 2.2113 -2.2010 -0.0193 0.0176 0.0136 0.143
H 7.4814 4.6197 -2.6796 -0.0159 0.0163 -0.0076 0.104
C 5.0845 -5.6639 2.1491 0.0411 -0.0060 0.0323 -0.111
C 3.9354 -5.7102 1.3153 -0.0316 -0.0205 -0.0489 -0.115
C 4.1161 -6.7393 0.4292 0.0007 -0.0011 -0.0558 -0.148
N 5.3299 -7.3125 0.6935 -0.0216 0.0159 0.0392 -0.001
C 5.9244 -6.6662 1.7427 0.0341 -0.0074 -0.0312 -0.144
H 5.2718 -4.9744 2.9553 -0.0053 -0.0066 -0.0022 0.090
H 3.0757 -5.0622 1.3617 0.0068 -0.0038 -0.0021 0.083
H 3.4899 -7.1117 -0.3639 -0.0143 0.0235 0.0106 0.104
H 5.7239 -8.0885 0.1942 -0.0156 0.0099 0.0212 0.142
H 6.8898 -6.9734 2.1070 -0.0057 0.0217 0.0100 0.104
C -0.8859 5.5289 6.0727 0.0309 0.0359 0.0102 -0.110
C -1.3591 4.3769 5.3894 -0.0211 -0.0402 -0.0290 -0.110
C -0.8914 4.4435 4.1049 0.0109 0.0471 -0.0850 -0.149
N -0.1567 5.5943 3.9851 -0.0356 -0.0513 0.0001 -0.005
C -0.1455 6.2582 5.1817 -0.0111 0.0451 -0.0266 -0.141
H -1.0676 5.7908 7.1016 0.0071 -0.0058 -0.0048 0.091
H -1.9717 3.5894 5.7955 0.0091 0.0015 -0.0025 0.091
H -1.0171 3.7752 3.2691 -0.0056 -0.0267 0.0315 0.099
H 0.3049 5.9047 3.1501 0.0869 0.0003 0.0754 0.133
H 0.3852 7.1880 5.2942 -0.0123 -0.0045 0.0164 0.106
C -6.0683 -2.6024 7.3405 -0.0341 0.0486 0.0111 -0.116
C -5.0855 -3.5958 7.0870 0.0429 -0.0230 -0.0164 -0.113
C -4.8669 -3.6181 5.7348 0.0086 -0.0066 -0.0291 -0.141
N -5.6806 -2.6802 5.1622 0.0174 0.0942 0.1158 0.011
C -6.4130 -2.0540 6.1337 -0.0111 -0.0011 -0.0487 -0.143
H -6.4745 -2.3223 8.2982 0.0014 -0.0014 -0.0075 0.088
H -4.5956 -4.2221 7.8138 -0.0015 0.0039 -0.0065 0.088
H -4.2069 -4.2185 5.1329 -0.0298 -0.0272 0.0076 0.097
H -5.7325 -2.4832 4.1788 -0.0460 -0.1747 0.0627 0.105
H -7.1142 -1.2760 5.8834 -0.0096 -0.0108 0.0249 0.102
C -2.1116 5.2179 -8.1843 -0.0322 -0.0447 -0.0208 -0.115
C -1.0875 6.0630 -7.6808 0.0441 0.0309 0.0224 -0.114
C -0.7296 5.5817 -6.4500 -0.0035 -0.0176 0.0907 -0.149
N -1.4999 4.4806 -6.1886 0.0361 0.0284 -0.0683 0.002
C -2.3415 4.2506 -7.2428 -0.0298 -0.0404 0.0596 -0.145
H -2.6202 5.3092 -9.1295 0.0040 -0.0039 0.0059 0.088
H -0.6623 6.9251 -8.1669 0.0013 -0.0070 0.0051 0.089
H 0.0031 5.9261 -5.7397 0.0052 0.0101 -0.0211 0.101
H -1.4545 3.9281 -5.3516 -0.0053 0.0302 -0.0054 0.137
H -3.0291 3.4222 -7.2314 -0.0095 0.0177 -0.0163 0.103
```
Positions in Å, forces in eV/Å.

## Properties
LUMO level = 0.3 eV
M = 657.9 g mol⁻¹
spin multiplicity = 1
net charge = 0
structure (SMILES) = C=C[C@H](COC)OCOCCCC.c1cc[nH]c1.c1cc[nH]c1.c1cc[nH]c1.c1cc[nH]c1.c1cc[nH]c1.c1cc[nH]c1.c1cc[nH]c1
strongest force on any atom = 0.0463 hartree/bohr


Entry 2:
Molecular formula: C5H7FOS
Method: DFT, ωB97M-V with the def2-TZVPD basis set

Structure (XYZ):
```
15
Properties=species:S:1:pos:R:3:forces:R:3:lowdin_charge:R:1
O 1.2966 1.3687 -0.6327 -0.3436 0.1987 -0.0214 -0.053
C 0.9834 1.1904 0.7356 0.3439 -0.1310 1.1149 -0.189
C -0.4573 0.7560 1.0368 1.4271 2.6446 0.1354 -0.262
F -1.1234 1.7375 1.7337 0.1041 -0.5322 -0.4333 0.023
C -1.0782 -0.2671 0.5517 -1.4427 -2.8810 0.0521 -0.029
C -0.2567 -1.4518 -0.0431 -1.3828 0.7805 -0.2738 -0.214
C -0.2903 -1.2727 -1.5333 0.2494 -0.3143 0.1623 -0.708
S -0.8297 -2.2646 -2.6572 -0.3752 -0.6222 -0.1951 0.697
H 0.7826 2.1068 -0.9737 -0.0349 0.0596 -0.0711 0.100
H 1.1859 2.1027 1.3471 -0.1362 -0.5509 -0.5001 0.133
H 1.7167 0.4267 1.0414 -0.4210 0.2140 0.2305 0.124
H -2.1771 -0.3726 0.7028 1.0028 0.0294 -0.1660 0.139
H 0.7469 -1.2551 0.2972 0.5141 -0.4432 0.0363 0.091
H -0.6233 -2.4597 0.2629 0.2311 0.9144 -0.1288 0.120
H 0.1240 -0.3452 -1.8693 0.2639 0.6336 0.0579 0.027
```
Positions in Å, forces in eV/Å.

## Properties
LUMO level = 0.0 eV
M = 134.2 g mol⁻¹
spin multiplicity = 1
net charge = 0
ΔE to the lowest compared entry with this formula, charge and spin = 1.3120 eV
structure (SMILES) = OC/C(F)=C\CC=S
strongest force on any atom = 0.0627 hartree/bohr


Entry 3:
Molecular formula: C46H63Cl3N4O4PSSbSe4Ti
Method: DFT, ωB97M-V with the def2-TZVPD basis set

Structure (XYZ):
```
128
Properties=species:S:1:pos:R:3:forces:R:3:lowdin_spin:R:1
Ti -0.3048 1.2734 0.7640 -0.9416 -0.1070 -1.0572 -0.019
C 3.0885 2.3034 1.0020 0.6620 0.5533 -0.5275 0.000
N 1.6306 2.4430 1.1522 0.3612 -0.0818 -0.1199 0.000
C 1.2757 3.6655 1.4214 0.0083 0.5666 0.4616 0.000
C -0.0662 4.0506 1.3458 -0.2547 1.6669 -0.6315 0.000
C -0.6687 5.3322 1.4602 -0.9965 -1.5152 0.1023 0.000
C -1.9498 5.1956 0.9089 0.4640 0.3964 -0.2385 0.001
C -2.0502 3.9040 0.3661 0.3728 0.7662 0.2410 0.001
N -0.9131 3.2356 0.6258 0.0069 -1.1354 -0.4100 0.000
C 3.5044 2.2994 -0.4662 0.2623 0.4277 -0.8773 0.000
C 4.2780 1.2717 -0.9784 0.0425 -0.0222 -1.0524 0.000
C 4.6489 1.2383 -2.3634 -0.3219 -0.3893 1.2991 0.000
C 4.2342 2.2391 -3.2111 -0.5974 1.0256 -0.1386 0.000
C 3.4342 3.3128 -2.7179 0.9500 -0.7939 0.7414 0.000
C 3.1327 3.3373 -1.3621 -0.3521 0.1587 0.6971 0.000
H 3.4970 1.4049 1.4454 -0.3085 -0.1426 0.1418 0.000
H 3.6054 3.1547 1.5114 -0.4564 -0.5209 -0.2658 0.000
H 2.0078 4.4561 1.6889 -0.2692 -0.6497 -0.0695 0.000
H -0.3073 6.1710 2.0002 0.4242 0.5726 0.1584 0.000
H -2.6891 5.9843 0.8473 0.0110 -0.2413 -0.0056 0.000
H -2.8723 3.5225 -0.2368 0.3061 -0.1626 0.3344 0.001
H 4.5355 0.4458 -0.3256 0.2215 -0.0508 -0.0641 0.000
H 5.2134 0.3783 -2.7364 -0.0799 0.4252 0.1277 0.000
H 4.5278 2.2482 -4.2630 -0.1066 -0.1452 0.3065 0.000
H 3.1429 4.1479 -3.3444 0.0086 -0.1808 -0.0662 0.000
H 2.5861 4.1908 -0.9282 0.1333 -0.3907 -0.4492 0.000
O -1.5234 -2.5722 -0.9563 -0.3960 0.4629 0.3740 0.000
H -2.3406 -2.1865 -1.3135 0.3060 -0.1413 0.1436 0.000
H -1.2073 -3.1500 -1.6421 0.2309 -0.4498 -0.5213 0.000
O -0.9241 1.6823 2.6850 0.0405 -0.3000 0.3580 0.000
H -1.9004 1.8274 2.8986 -0.1729 0.1117 -0.1576 0.001
H -0.4619 2.5105 2.9065 -0.2998 0.1190 0.2479 0.000
O -3.0642 3.9698 -3.4434 -0.2237 -0.5902 0.6264 0.000
H -2.7914 4.8726 -3.5040 0.4040 0.9890 -0.3701 0.000
H -3.5020 3.9580 -2.5749 -0.1359 -0.3964 -0.2055 0.001
Se -5.7838 -0.7107 1.2751 -0.2644 -0.4574 0.1044 0.863
Sb -4.4628 1.3308 0.9467 -0.1208 0.4756 0.3183 0.025
Se -5.2036 2.6171 -0.8831 -0.3173 0.0858 -0.6548 0.028
Se -4.1178 2.3960 3.0569 0.4244 -0.1739 0.3259 0.058
Se -2.3183 0.2712 -0.0039 0.6019 0.0258 0.5313 0.008
C 3.3892 -0.1122 5.7332 0.8159 1.1557 0.7424 0.000
C 1.9722 0.5248 5.8374 0.2735 -1.0321 -1.2407 0.000
C 1.3636 0.6157 4.4092 -0.3271 0.9803 0.8661 0.000
C 1.7218 -0.6190 3.6192 0.0087 0.0491 -0.0086 0.000
C 3.2317 -0.6043 3.2523 -0.3806 0.6868 0.2775 0.000
C 4.0358 0.1517 4.3665 -0.9467 0.2584 -0.8350 0.000
P 0.5551 -0.9435 2.2390 0.1727 -0.3926 -0.5414 0.001
C -0.8442 -1.9165 2.9384 -1.2812 -0.2333 -0.0362 0.000
C -2.1125 -1.1712 3.4808 0.5522 0.4249 0.1061 0.001
C -3.0352 -2.2040 4.1230 -0.7090 1.1180 0.1082 0.003
C -2.4116 -2.7442 5.3952 0.9869 1.1638 1.1635 0.000
C -0.8437 -2.7102 5.3634 -0.7401 0.3612 -0.4624 0.000
C -0.3506 -3.0001 3.9544 -1.0224 -0.7337 -0.6896 0.000
C 1.3519 -2.2822 1.2166 -0.4859 -0.5247 -0.4613 0.000
C 2.0882 -3.4970 1.9092 0.2849 0.7101 0.1116 0.000
C 3.3403 -3.9668 1.1097 -0.0904 -0.5835 0.0481 0.000
C 3.0639 -3.9340 -0.4112 0.4227 0.2946 0.4944 0.000
C 2.7082 -2.5214 -0.9390 -1.5691 -1.1054 -0.0346 0.000
C 2.2358 -1.6099 0.1805 0.3595 -0.3697 0.1901 0.000
H 3.4181 -1.1656 5.8945 -0.4932 -1.0167 0.0665 0.000
H 4.0246 0.2544 6.5747 -0.3488 0.0460 -0.7080 0.000
H 2.0318 1.5036 6.2639 0.0737 0.6568 0.2922 0.000
H 1.3059 -0.0658 6.4637 0.0864 -0.1417 0.1377 0.000
H 1.7984 1.4893 3.9318 -0.0411 0.3074 -0.3003 0.000
H 0.2774 0.8039 4.4598 0.4737 -0.2797 0.0807 0.000
H 1.5109 -1.3927 4.3369 0.1696 -0.8363 0.1003 0.000
H 3.3352 -0.1125 2.2690 0.1883 -0.2260 0.6503 0.000
H 3.6092 -1.6126 3.1327 0.0614 -0.1910 0.0287 0.000
H 3.9946 1.2250 4.1258 0.0879 -0.1514 0.2031 0.000
H 5.0770 -0.1304 4.2835 0.2335 -0.1617 0.3078 0.000
H -1.2743 -2.4422 2.0439 0.6932 0.3822 0.4407 0.000
H -2.5962 -0.6288 2.6611 0.0265 -0.2736 0.0737 0.001
H -1.8716 -0.3918 4.2203 0.1016 -0.2282 -0.0631 0.000
H -3.2252 -2.9736 3.4035 0.0176 -0.7473 -0.4880 0.000
H -4.0515 -1.7854 4.3304 0.8318 -0.0833 -0.0779 0.003
H -2.7710 -3.7322 5.5860 -0.1668 -0.7259 0.2425 0.000
H -2.6859 -2.0989 6.2724 -0.0912 -0.6253 -0.7399 0.000
H -0.4207 -3.3949 6.0764 0.0898 -0.4580 0.2913 0.000
H -0.5262 -1.7201 5.6889 0.1359 0.1862 -0.0491 0.000
H -0.8404 -3.9620 3.6463 0.5377 0.6202 0.1784 0.000
H 0.7190 -3.1616 3.8540 -0.1765 -0.0249 0.3739 0.000
H 0.4620 -2.6611 0.6722 0.3652 0.0151 0.1807 0.000
H 1.3755 -4.2954 2.0532 -0.1744 -0.3617 -0.2031 0.000
H 2.3762 -3.2061 2.9295 0.1826 -0.1666 -0.3444 0.000
H 3.6587 -5.0280 1.3554 -0.5885 1.2291 0.0774 0.000
H 4.2009 -3.3325 1.3984 -0.3047 -0.1826 -0.3618 0.000
H 2.2755 -4.6399 -0.6367 -0.4518 -0.0926 0.0834 0.000
H 3.9252 -4.3524 -0.9188 0.2768 0.1414 -0.2275 0.000
H 1.8704 -2.6184 -1.6711 0.5675 0.0644 0.3091 0.000
H 3.5294 -2.0881 -1.4610 0.7260 0.4368 -0.3961 0.000
H 1.7041 -0.7704 -0.2353 -0.0594 0.1853 0.0373 0.000
H 3.1001 -1.2499 0.7106 0.4907 0.4345 0.0613 0.000
Cl 0.2631 -5.2468 -3.9895 0.2487 -0.3060 -0.0760 0.000
C -0.2070 -3.6958 -4.5593 -0.4227 0.4406 0.6786 0.000
C -1.4517 -3.2135 -4.1948 -0.9392 -1.2006 -0.3072 0.000
C -1.8824 -1.9824 -4.6135 -0.1738 0.5950 0.6945 0.000
C -1.0165 -1.1069 -5.2301 0.5529 0.0962 -0.6189 0.000
C -1.4503 0.2784 -5.6219 -0.1587 0.3464 0.7688 0.000
C -0.6388 1.4234 -4.9151 -0.7427 -0.2034 -0.8494 0.000
N -0.1128 1.1963 -3.5803 -0.6853 0.0348 -0.5098 0.000
C 1.1535 0.7728 -3.3054 -0.9332 0.0994 0.6738 0.000
C 1.2174 0.6928 -1.9641 0.9560 0.2032 0.1048 0.000
N 0.0252 1.0910 -1.4017 1.0555 -0.3831 0.5737 0.000
C -0.7506 1.3587 -2.4319 -0.9702 0.7035 0.0217 0.000
O -2.8698 0.4332 -5.4911 1.1428 -0.2642 -0.4924 0.000
C -3.3841 0.8240 -4.2346 -0.7756 0.3427 0.3885 0.000
C -4.8819 0.6987 -4.3092 0.8056 0.4954 -0.5336 0.001
C -5.6287 -0.1111 -3.5404 -0.1916 -1.0137 0.6653 0.000
Cl -5.1304 -1.3688 -2.4349 0.1323 0.4922 -0.1619 0.020
S -7.2884 0.0960 -3.7697 -1.1039 -0.6495 0.9439 0.000
C -7.0548 1.3173 -4.8837 0.7673 0.2295 -1.3560 0.001
C -5.7232 1.4907 -5.1563 -0.5802 0.0628 0.6971 0.000
C 0.2410 -1.5991 -5.5809 -0.0633 -0.0261 -0.3823 0.000
Cl 1.2912 -0.6350 -6.6090 -0.0191 -0.1914 0.3187 0.000
C 0.6457 -2.8898 -5.2728 0.6407 0.0980 0.0113 0.000
H -2.1805 -3.8811 -3.7304 0.3382 0.1115 0.0618 0.000
H -2.8881 -1.6491 -4.3904 0.0334 -0.1716 -0.0681 0.000
H -1.1881 0.4296 -6.6710 -0.4800 -0.0357 -0.1042 0.000
H -1.3601 2.2525 -4.9338 0.7045 0.1656 0.2336 0.000
H 0.2251 1.6063 -5.5570 -0.2091 0.3305 0.1984 0.000
H 1.8270 0.6548 -4.0857 1.2200 -0.4243 -0.9443 0.000
H 2.1009 0.4927 -1.3983 -0.0748 -0.0503 0.0406 0.000
H -1.7568 1.7301 -2.3937 -0.0896 0.0536 0.1867 0.000
H -3.1881 1.8797 -4.0381 0.1632 0.0410 -0.1054 0.000
H -3.0003 0.2717 -3.3570 -0.0615 -0.2329 -0.4951 0.000
H -7.8696 1.7392 -5.4566 -0.0069 0.0171 0.2886 0.000
H -5.4141 2.1715 -5.9193 0.4843 0.2817 -0.1569 0.000
H 1.6295 -3.2634 -5.5264 -0.0367 0.1630 -0.2033 0.000
```
Positions in Å, forces in eV/Å.

## Properties
LUMO level (spin up / spin down) = -4.3 / -4.5 eV
M = 1390.9 g mol⁻¹
spin multiplicity = 2
net charge = +1
ΔE to the lowest compared entry with this formula, charge and spin = 0.5273 eV
⟨S²⟩ = 0.75
strongest force on any atom = 0.0373 hartree/bohr


Entry 4:
Molecular formula: CBrF2O2S
Method: DFT, ωB97M-V with the def2-TZVPD basis set

Structure (XYZ):
```
7
Properties=species:S:1:pos:R:3:forces:R:3:lowdin_charge:R:1
C -0.5541 0.5163 -0.0347 2.0361 2.2603 2.5849 -0.922
O 1.8522 -0.4850 -0.9969 -0.5455 -0.5567 0.7737 -0.553
O 0.7613 -1.9807 0.7358 0.1572 0.8566 -0.7356 -0.568
F -0.3776 1.2332 -1.1078 0.0192 0.5709 -0.6021 -0.052
F -0.8799 1.7812 1.1353 0.6401 -2.3213 -2.0128 -0.352
S 1.3025 -0.6538 0.3685 -0.1790 0.3701 -0.0044 0.693
Br -2.1043 -0.4112 -0.1001 -2.1283 -1.1798 -0.0037 0.753
```
Positions in Å, forces in eV/Å.

## Properties
LUMO level = 3.3 eV
M = 194.0 g mol⁻¹
spin multiplicity = 1
net charge = -1
ΔE to the lowest compared entry with this formula, charge and spin = 0.5870 eV
strongest force on any atom = 0.0776 hartree/bohr